1.
This record from the OMol25 dataset describes C12H31BaCu2O9P2 as an isolated structure at a distorted geometry. The level of theory is ωB97M-V/def2-TZVPD.

- E_HOMO (eV) = -15.043
- LUMO (Ha) = -0.4465
- orbital gap (eV) = 2.89
- relative energy (zero: lowest compared OMol25 entry of this formula, charge and spin) (eV) = 29.388
- net charge = +3

The geometry in XYZ format:
```
57
Properties=species:S:1:pos:R:3:forces:R:3
Cu -19.85632 21.00682 -6.31401 -5.4 3.5 -0.2
Cu -18.68966 18.20327 -6.20323 -7.4 0.0 -13.1
Ba -17.41171 20.36958 -7.27915 9.6 3.5 -8.5
O -18.68366 19.82447 -5.95090 -5.7 3.8 0.4
H -18.52622 20.01114 -5.00491 0.7 1.0 -0.2
C -20.20114 20.90600 2.17493 -0.4 0.2 0.3
C -19.34820 20.33488 1.06102 -0.4 0.7 1.1
O -19.63454 21.16158 -0.10843 0.6 -1.4 -3.0
P -19.57162 20.33277 -1.51624 1.1 3.8 1.9
O -20.52212 19.17248 -1.65807 6.5 12.7 8.6
O -19.80704 21.53491 -2.65108 2.5 -3.4 0.9
C -20.85543 22.44911 -2.55029 -2.1 0.5 -0.4
C -20.49280 23.73608 -1.92024 -0.1 1.1 0.6
O -17.93958 19.93692 -1.76173 -3.0 1.0 0.4
C -17.60508 18.82396 -2.59672 -5.9 16.4 -3.6
C -17.58206 19.33601 -4.03291 2.7 2.6 1.7
H -20.08355 20.32591 3.09022 0.3 0.2 0.1
H -20.06615 21.97504 2.33934 0.7 -0.1 0.2
H -21.27216 20.87030 1.97554 0.0 -0.5 -0.5
H -18.27254 20.43463 1.20628 -0.1 -0.1 0.3
H -19.63257 19.28860 0.94907 0.1 -0.1 -0.5
H -21.11793 22.67411 -3.58400 -0.4 -0.2 -0.2
H -21.72137 21.98636 -2.07688 0.0 -0.1 0.1
H -20.22444 24.45846 -2.69113 0.7 0.0 0.3
H -21.35887 24.20001 -1.44823 -0.2 -0.2 0.1
H -19.75757 23.59945 -1.12724 0.2 0.2 -0.2
H -16.62969 18.42446 -2.31905 3.3 7.5 0.6
H -18.29368 17.98967 -2.46296 -2.3 2.3 -0.6
H -17.31273 18.64148 -4.82864 1.4 1.9 2.0
H -18.58991 19.70358 -4.22590 -0.4 -1.5 5.5
H -16.94334 20.20878 -4.16862 0.3 0.6 1.0
C -16.99595 17.10643 -1.79289 2.5 -11.5 2.9
C -17.61192 15.86885 -2.40238 2.9 -1.9 2.2
O -18.86825 16.15846 -2.94645 -1.8 1.4 -2.9
P -19.02387 16.48558 -4.51126 -3.2 -7.8 1.8
O -18.04201 17.46250 -5.06259 5.4 -12.2 9.2
O -20.55995 16.94615 -4.70737 3.3 -2.0 -1.3
C -20.91127 18.15856 -4.14553 -3.5 1.3 2.0
C -21.25685 17.99222 -2.69511 -3.1 -6.8 -4.3
O -18.97649 15.00483 -5.26675 0.4 3.5 1.3
C -17.79404 14.51808 -6.01368 -0.6 -0.2 -1.9
C -18.01184 14.83728 -7.54319 -0.1 -0.4 1.2
H -17.60022 17.36513 -0.92339 0.1 0.7 0.0
H -15.95468 16.98568 -1.49412 0.2 -0.5 0.1
H -17.15254 17.88413 -2.54039 2.9 -13.4 0.2
H -16.94135 15.41837 -3.13416 0.0 0.0 -0.2
H -17.74361 15.11192 -1.62919 -0.5 -0.3 -0.3
H -20.15023 18.92823 -4.27409 0.1 0.2 -0.1
H -21.86923 18.49731 -4.54007 0.2 0.1 -1.3
H -20.29605 18.12517 -2.19783 0.2 -5.0 -1.8
H -21.92017 18.72384 -2.23375 -1.5 -1.2 -1.7
H -21.62045 17.00288 -2.41742 -0.5 -0.5 -0.9
H -16.85257 14.97053 -5.70219 -0.2 0.1 0.4
H -17.78065 13.44741 -5.80978 0.0 0.2 0.0
H -17.33379 14.34151 -8.23785 0.4 0.0 0.4
H -18.99425 14.54337 -7.91277 -0.2 0.2 0.4
H -17.87187 15.91540 -7.62165 -0.1 0.3 -0.4
```
Forces are in eV/Å.

Computed Mulliken charges, given in elementary charges: Cu 0.730; Cu 0.841; Ba 1.752; O -1.097; H 1.142; C -1.405; C -0.071; O -0.230; P 0.334; O -0.221; O -0.218; C -0.171; C -1.174; O -0.538; C -0.096; C -0.522; H 0.412; H 0.348; H 0.336; H 0.292; H 0.300; H 0.273; H 0.324; H 0.323; H 0.373; H 0.302; H 0.304; H -0.075; H 0.731; H -0.945; H 0.408; C -1.041; C -0.495; O -0.240; P 0.450; O -0.351; O -0.520; C 0.810; C -1.113; O -0.261; C -0.194; C -0.976; H 0.181; H 0.550; H 0.372; H 0.157; H 0.569; H -0.774; H 0.625; H 0.276; H 0.420; H 0.323; H 0.233; H 0.449; H 0.434; H 0.316; H 0.041

---

2.
This record from the OMol25 dataset describes C21H45N2OP3RuS as an isolated structure at a distorted geometry. The level of theory is ωB97M-V/def2-TZVPD.

- E_HOMO (spin up / spin down) (eV) = -15.285 / -18.020
- LUMO (spin up / spin down) (Ha) = -0.3018 / -0.4289
- expectation value of S² = 8.7732
- orbital gap (spin up / spin down) (eV) = 7.07 / 6.35
- relative energy (zero: lowest compared OMol25 entry of this formula, charge and spin) (eV) = 0.000
- net charge = +3
- 2S+1 = 6

The geometry in XYZ format:
```
74
Properties=species:S:1:pos:R:3:forces:R:3
Ru 0.07694 -0.15427 -0.13610 1.1 3.4 -1.0
P -1.59024 -1.57296 0.15294 -3.2 -2.7 0.5
P 1.24109 -0.78565 1.74140 1.0 -1.5 2.1
P 1.35361 -1.64264 -1.35259 1.2 -0.7 -1.3
H -0.09407 2.89949 -1.33081 -0.1 0.0 -0.3
C -0.46638 2.64802 -2.32569 0.1 1.5 -0.5
C -1.85135 2.04130 -2.34208 -1.0 0.7 0.3
H -2.17510 1.57177 -1.40093 0.1 -0.2 -0.7
C -3.06937 -0.90707 0.98146 -0.4 0.2 0.1
C -1.36252 -3.13404 1.09537 -0.1 -0.1 0.0
C -2.29372 -2.16230 -1.42896 -0.2 0.0 0.2
C 2.57349 0.43432 1.96188 0.1 0.3 0.0
C 0.36537 -0.82409 3.35650 -0.1 0.1 0.0
C 2.19311 -2.35955 1.97246 0.0 0.0 -0.2
C 0.97535 -1.73284 -3.13630 -0.3 0.0 -0.2
C 1.58419 -3.42598 -0.99993 0.0 -0.1 0.2
C 3.04702 -0.95313 -1.29361 0.3 0.0 -0.2
H -0.56383 3.58488 -2.92197 0.3 -0.4 0.6
H -2.58495 2.82847 -2.57654 0.1 -0.5 0.0
H -3.33684 0.06837 0.55211 0.0 -0.3 0.1
H -2.90420 -0.79833 2.06352 0.0 -0.1 -0.3
H -3.90594 -1.60639 0.82558 0.2 0.2 0.1
H -1.24460 -2.92955 2.16825 0.0 -0.1 -0.3
H -0.49466 -3.70468 0.74502 -0.4 0.2 0.2
H -2.26857 -3.74516 0.95378 0.3 0.1 0.1
H -2.50741 -1.29007 -2.05909 0.0 -0.2 0.1
H -3.22832 -2.69738 -1.21931 0.2 0.0 -0.2
H -1.59164 -2.82379 -1.95063 -0.2 0.1 0.1
H 2.98101 0.34010 2.97596 0.0 0.0 -0.2
H 2.18721 1.44867 1.81614 0.2 -0.3 0.0
H 3.36893 0.24793 1.23104 -0.2 0.1 0.2
H 0.87631 -1.53245 4.02300 -0.2 0.3 -0.1
H -0.67400 -1.15093 3.23890 0.2 0.2 0.1
H 0.39291 0.17352 3.80676 -0.1 -0.3 -0.1
H 3.10097 -2.37888 1.35085 -0.4 -0.1 0.2
H 1.56596 -3.23791 1.75579 0.3 0.3 0.1
H 2.49837 -2.42141 3.03080 -0.1 0.1 -0.5
H 1.37608 -2.65838 -3.56614 0.0 0.3 0.0
H 1.39094 -0.86459 -3.65819 0.1 -0.2 0.1
H -0.10830 -1.72227 -3.28939 0.2 -0.1 0.0
H 1.94124 -3.91513 -1.91550 -0.1 0.2 0.2
H 0.64241 -3.90269 -0.71030 0.3 0.0 -0.2
H 2.32708 -3.59091 -0.21444 -0.3 0.0 -0.2
H 3.54149 -1.16458 -2.25107 0.1 0.0 0.3
H 3.63001 -1.39909 -0.47702 -0.2 0.1 -0.3
H 3.00369 0.13420 -1.14445 0.1 -0.3 -0.1
C -0.59430 0.96247 -3.92210 -2.0 0.5 0.6
C 0.43192 1.71601 -3.13192 0.0 -0.5 0.4
C 1.31708 2.41811 -4.09663 0.1 0.9 1.7
C 1.55246 1.88761 -5.33615 -0.4 -1.5 -2.2
C 0.73253 0.85720 -5.87289 2.3 0.6 -1.2
C -0.41834 0.47100 -5.21517 -1.6 -0.1 0.6
O -1.87053 1.10481 -3.45904 1.9 -0.2 -0.2
H -0.77919 -0.00923 -1.63869 0.7 -0.8 1.4
H 1.01906 1.03336 -2.44804 -0.4 0.5 -0.7
H 1.79503 3.35065 -3.75969 -0.2 -0.4 -0.3
H 2.35820 2.29787 -5.95100 -0.3 -0.1 0.1
H 0.95556 0.44219 -6.85852 0.0 0.2 0.3
H -1.26869 -0.07027 -5.66983 0.7 0.2 0.1
S -0.91610 1.85511 0.73785 0.1 0.0 -1.0
C -0.95794 2.03766 2.42698 -0.1 0.3 2.4
N -2.08354 1.76826 3.11147 0.9 -0.6 -0.7
C -2.01991 1.57319 4.56522 -0.2 0.1 0.2
C -1.23012 2.71807 5.16461 -0.3 0.5 0.5
C 0.11080 2.94805 4.48578 0.4 0.1 0.6
N 0.10759 2.50732 3.09675 -0.6 -0.2 -1.4
H -2.82505 1.30502 2.59454 0.2 0.3 0.1
H -1.53695 0.60974 4.79450 -0.3 0.2 -0.1
H -3.04953 1.55911 4.94597 0.4 0.0 -0.1
H -1.05733 2.52282 6.23075 -0.1 0.1 -0.3
H -1.82466 3.63605 5.09297 0.0 -0.2 0.0
H 0.91299 2.42838 5.03189 -0.1 0.1 -0.3
H 0.35576 4.01673 4.48718 0.0 -0.2 0.1
H 0.86447 2.82074 2.49474 -0.2 0.0 0.3
```
Forces are in eV/Å.

Computed Mulliken charges, given in elementary charges: Ru -0.449; P 1.339; P 1.009; P 1.101; H 0.423; C -1.097; C -0.121; H -0.164; C -1.477; C -1.015; C -1.318; C -1.160; C -0.924; C -1.579; C -1.348; C -1.273; C -1.514; H 0.494; H 0.476; H 0.351; H 0.221; H 0.581; H 0.326; H 0.161; H 0.510; H 0.350; H 0.588; H 0.299; H 0.441; H 0.159; H 0.410; H 0.545; H 0.200; H 0.060; H 0.384; H 0.417; H 0.644; H 0.653; H 0.248; H 0.300; H 0.532; H 0.300; H 0.394; H 0.522; H 0.393; H 0.368; C 0.413; C 2.325; C -0.868; C -0.401; C -0.734; C -0.565; O -0.402; H 0.093; H -0.982; H 0.504; H 0.518; H 0.509; H 0.521; S -0.453; C -0.165; N -0.063; C -0.508; C -0.602; C -0.638; N 0.006; H 0.259; H 0.159; H 0.473; H 0.357; H 0.356; H 0.339; H 0.398; H 0.393

---

3.
This record from the OMol25 dataset describes a 2-piece molecular cluster, C2H2INO3 overall at a distorted geometry. The level of theory is ωB97M-V/def2-TZVPD.

- E_HOMO (eV) = -9.149
- LUMO (Ha) = -0.0481
- orbital gap (eV) = 7.84
- relative energy (zero: lowest compared OMol25 entry of this formula, charge and spin) (eV) = 5.761

The geometry in XYZ format:
```
9
Properties=species:S:1:pos:R:3:forces:R:3
C 3.45180 2.60950 -0.39216 -2.8 0.8 -0.1
C 0.05135 0.08490 0.02800 -1.2 -1.1 0.0
N 1.30077 0.02886 0.42480 -1.4 -0.7 2.0
O 1.77826 0.04397 1.59206 -0.8 0.2 -1.2
O 2.30222 2.65093 -0.38618 2.7 -0.1 0.0
O 2.17559 -0.22819 -0.57666 1.4 0.1 -1.0
I 4.10410 -0.29780 0.01866 -0.3 -0.5 -0.1
H -0.18428 0.00171 -1.05715 0.7 0.2 1.1
H -0.80746 -0.20359 0.72666 1.8 1.1 -0.6
```
Forces are in eV/Å.

Computed natural (NBO) charges, given in elementary charges: C 0.490; C -0.263; N 0.348; O -0.484; O -0.519; O -0.521; I 0.505; H 0.216; H 0.229

---

Question: Which value of relative energy (zero: lowest compared OMol25 entry of this formula, charge and spin) does entry 1 give?
Answer: 29.388 eV

---

Question: relative energy (zero: lowest compared OMol25 entry of this formula, charge and spin) of number 2 (C21H45N2OP3RuS)?
Answer: 0.000 eV

---

Question: The lowest relative energy (zero: lowest compared OMol25 entry of this formula, charge and spin) belongs to which entry?
Answer: C21H45N2OP3RuS